[1]
9
Properties=species:S:1:pos:R:3:forces:R:3 method="wB97M-V/def2-TZVPD" total_energy_ev=-32076.1560 smiles="P=S.CS" homo_lumo_gap_ev=7.46
S -3.6912 -0.3493 0.3929 0.291 0.269 -0.281
S 0.5704 0.9569 0.3160 -0.364 0.641 -0.346
P -2.7293 1.0295 -0.5610 -0.247 0.952 1.475
C 0.9723 -0.5453 -0.6039 2.376 -0.131 0.853
H 0.2502 -0.9063 -1.3204 -0.303 -0.040 0.114
H 1.9658 -0.3328 -1.1217 -1.422 -0.158 0.480
H -0.1819 0.4448 1.2967 0.021 -0.239 -0.046
H -2.7521 2.1808 0.4863 0.124 -1.216 -1.218
H 1.2532 -1.2482 0.2125 -0.476 -0.077 -1.031

***

[2]
9
Properties=species:S:1:pos:R:3:forces:R:3 method="wB97M-V/def2-TZVPD" total_energy_ev=-32074.0739 smiles="S=CS.P" homo_lumo_gap_ev=8.41
S 1.0460 0.4959 -2.1416 2.555 -0.156 0.548
S -1.6455 1.1202 -1.2148 -0.595 0.327 0.125
P 0.6256 -0.9155 2.1469 2.161 -11.989 3.878
C -0.6149 0.5198 -2.2915 -1.344 -0.921 0.882
H 0.4742 0.1380 1.7617 -2.233 11.448 -4.400
H 1.2988 0.8094 -0.7960 -0.797 0.021 -1.316
H -0.9664 -0.1716 -3.0731 0.202 0.711 -0.218
H 0.4650 -0.5561 3.4625 0.203 0.253 0.958
H -0.6828 -1.4400 2.1459 -0.153 0.306 -0.455

***

[3]
9
Properties=species:S:1:pos:R:3:forces:R:3 method="wB97M-V/def2-TZVPD" total_energy_ev=-3300.0158 homo_lumo_gap_ev=10.57
N 0.3597 0.3359 -0.2101 -0.800 -1.043 2.085
C -0.6676 -0.5528 -0.6551 -3.811 4.593 -1.409
B 0.7139 0.5829 1.1361 -1.644 -0.751 -1.076
H 1.0005 0.3843 -0.9296 1.946 0.812 -1.262
H -0.4024 -1.1435 -1.4470 1.221 -1.977 -1.480
H -1.5794 0.1521 -1.3596 2.115 -1.914 2.429
H -0.0764 0.3370 2.0228 0.307 0.052 -0.398
H 1.7715 0.9566 1.2867 1.413 0.830 0.506
H -1.1198 -1.0525 0.1557 -0.747 -0.603 0.605

***

[4]
12
Properties=species:S:1:pos:R:3:forces:R:3 method="wB97M-V/def2-TZVPD" total_energy_ev=-42362.9573 total_charge=+2 homo_lumo_gap_ev=8.77
Ca -1.5433 -3.2334 -1.1249 0.045 0.182 0.055
S 0.0928 -0.1757 -1.3528 1.253 -0.160 1.670
Si 0.0686 0.3553 1.7168 0.067 -0.027 0.338
O -0.4123 -1.4794 -0.7992 0.034 -0.782 0.253
O -0.6819 0.2515 -2.4206 -1.543 0.978 -2.447
C 0.2585 1.0107 -0.0991 0.027 -0.698 0.542
H -1.3633 0.3907 2.0504 -0.023 -0.060 -0.114
H -0.4845 1.7552 -0.3502 -0.199 0.359 -0.031
H 1.3559 -0.4457 -1.7411 0.111 -0.192 0.107
H 0.5807 -1.0299 1.7161 -0.037 0.025 -0.067
H 1.2530 1.4242 -0.2188 0.277 0.236 -0.143
H 0.8757 1.1765 2.6235 -0.011 0.138 -0.164

***

[5]
15
Properties=species:S:1:pos:R:3:forces:R:3 method="wB97M-V/def2-TZVPD" total_energy_ev=-33446.3912 smiles="N=P(O)(O)[PH3]C(F)(F)F" homo_lumo_gap_ev=9.08
P 1.6277 0.1952 0.2555 3.301 0.491 1.716
P -0.5601 0.0005 0.1612 0.400 -0.056 -1.015
F -2.9806 1.2798 -0.2762 0.850 -4.235 0.486
F -3.1934 -0.9077 0.8387 1.775 2.702 -3.033
F -2.6456 -0.7628 -1.4811 0.058 1.965 3.768
O 2.2777 -1.4107 0.3042 -1.252 1.608 -2.489
O 2.2342 0.9376 -1.2377 -1.818 -2.360 1.337
N 2.0995 0.9611 1.6034 -1.497 -1.023 -2.139
C -2.4449 -0.1000 -0.1536 -3.324 -0.405 -1.195
H -0.6198 1.4473 -0.0617 -0.205 -0.907 0.231
H 2.1660 -1.8653 -0.5979 0.368 0.894 1.843
H 1.2401 1.2427 2.1374 1.037 -0.209 -0.672
H -0.3923 -0.9348 -0.9531 -0.459 0.403 0.582
H -0.6541 -0.5493 1.4974 0.038 0.379 -0.736
H 1.8456 0.4665 -2.0367 0.728 0.753 1.317

***

[6]
12
Properties=species:S:1:pos:R:3:forces:R:3 method="wB97M-V/def2-TZVPD" total_energy_ev=-9799.8048 total_charge=+1 homo_lumo_gap_ev="9.19 / 9.19"
F -2.0337 0.1765 -1.3773 0.300 -0.651 1.231
N 0.5697 0.9497 -0.6050 1.156 3.294 -4.497
N -1.4447 -0.8886 -0.1267 -0.690 -3.163 -4.348
N 1.4974 0.1429 1.1944 0.765 -1.639 3.283
N -0.7009 -0.3827 0.6900 0.889 0.598 2.782
C 0.4922 0.2127 0.4319 -2.959 -0.249 -1.850
H 1.4370 1.4595 -0.8911 -0.914 -0.755 0.861
H 2.3200 0.4903 0.7954 1.671 0.550 0.396
H -2.2814 -1.2858 0.3596 0.177 0.595 -1.182
H -1.0552 -1.8828 -1.3828 -0.765 2.516 3.145
H -0.1949 1.2704 -1.2115 -0.239 -1.079 0.617
H 1.3945 -0.2622 2.1231 0.609 -0.016 -0.440

***

[7]
12
Properties=species:S:1:pos:R:3:forces:R:3 method="wB97M-V/def2-TZVPD" total_energy_ev=-15182.1329 total_charge=+1 homo_lumo_gap_ev=7.89
I -2.7604 -0.3346 -0.3276 -0.410 -0.028 -0.451
N 0.4209 -1.0544 0.7666 -0.972 -1.348 -0.881
N -1.3092 2.2720 -0.1810 1.109 -2.251 -0.005
N 0.7731 -1.4719 -0.5772 2.318 -1.634 0.508
N 0.3405 0.3077 0.9798 -2.449 2.552 -1.361
C -1.2515 0.9781 -0.1181 4.339 -1.557 4.238
H 1.6899 -1.0817 -0.7835 -0.016 -0.031 0.472
H 1.1638 -1.5167 1.3825 -0.651 1.353 -0.805
H -0.5162 2.8889 -0.1081 0.526 -0.119 0.425
H -0.4159 -1.6062 1.1111 0.368 0.470 -0.959
H 0.2514 -1.2815 -1.4069 -1.685 0.623 0.443
H -1.9674 2.4924 -0.8401 -2.477 1.970 -1.626

***

[8]
8
Properties=species:S:1:pos:R:3:forces:R:3 method="wB97M-V/def2-TZVPD" total_energy_ev=-2616.6068 smiles=C[NH3+] total_charge=+1 homo_lumo_gap_ev=14.65
N 0.5378 0.5863 -0.2164 -2.978 -1.785 0.594
C -0.4403 -0.4812 0.2426 -3.522 -1.167 -0.609
H 1.0936 0.7401 0.5858 0.606 1.861 1.092
H -0.0301 -1.3194 0.8883 -0.063 1.631 -0.579
H -1.3169 0.1180 0.7281 1.715 -1.486 -0.507
H -0.9232 -1.0479 -0.6806 1.208 1.488 1.695
H 1.1199 0.1299 -0.8264 2.055 -1.046 -2.463
H -0.0408 1.2743 -0.7214 0.978 0.505 0.778